(1)
73
Properties=species:S:1:pos:R:3:forces:R:3 method="wB97M-V/def2-TZVPD" homo_ha="-0.396 / -0.401" mol_weight_g_mol=876.41 e_lumo_ev="-3.059 / -4.740" charge=+1 fmax_ha_per_bohr=0.035 spin_multiplicity=6
Te -2.5181 0.0501 -0.9709 -1.60 -0.81 0.27
Ru 0.0106 0.9014 -0.3742 0.56 0.72 1.04
Br 1.8782 0.2439 -2.5378 0.12 -0.01 -0.51
S 1.7921 -0.3127 1.0391 -0.16 0.20 -1.13
S 0.4042 3.2120 0.6696 -0.49 -0.58 0.18
Si 2.4798 -1.3836 4.2188 0.05 0.02 0.04
O -0.5664 2.2516 -2.1584 0.43 0.18 1.61
O -1.6068 0.6554 -3.3034 0.38 0.16 -0.33
N 2.7581 2.6777 -0.3854 -0.25 0.43 -0.21
N -0.4420 0.5650 1.9569 0.15 -0.01 -0.64
C 2.2244 2.3271 -6.1475 -0.02 0.08 -0.05
C -5.0832 -1.8217 2.8056 -0.07 -0.03 0.01
C -5.6774 -1.0250 1.8423 -0.11 -0.01 0.06
C 0.9026 -0.4343 3.6759 0.38 -0.27 0.01
C 3.7808 2.7627 -1.2571 0.15 0.08 -0.12
C -1.7196 -2.8971 -1.2986 0.13 0.26 0.16
C -4.9107 -0.4934 0.8215 0.14 0.23 -0.33
C -0.0991 -0.0927 4.5751 -0.06 0.04 -0.06
C 0.2288 1.8078 -4.2953 -0.03 -0.02 0.42
C -0.0539 2.5685 -5.4199 0.08 -0.17 0.03
C 2.5286 1.5859 -5.0174 -0.02 -0.16 0.28
C -0.7629 1.5525 -3.1840 -0.28 -0.75 -1.35
C -2.4544 -1.8762 -1.8839 0.18 0.24 0.11
C -3.2726 -3.3951 -3.5402 -0.03 -0.12 -0.03
C 2.5399 -2.9941 3.2041 0.12 0.59 0.38
C 2.6107 4.4962 -2.4133 0.18 -0.24 0.15
C 1.5782 4.3977 -1.5159 0.04 -0.34 0.13
C 0.6718 -0.0554 2.3539 -0.08 0.04 0.11
C -2.5599 -4.4249 -2.9453 -0.01 0.05 -0.02
C 3.9653 -0.2347 3.8906 -0.46 -0.52 0.10
C -3.7259 -2.0864 2.7428 0.12 -0.07 0.01
C -1.3822 0.8880 2.8271 -0.25 0.11 0.54
C 1.5191 1.3315 -4.1080 -0.21 0.02 0.02
C 2.3302 -1.7441 6.0817 0.03 0.14 -0.71
C 1.6329 3.4395 -0.4864 0.64 0.34 -0.20
C -1.2447 0.5784 4.1696 -0.08 0.11 -0.18
C -3.2245 -2.1172 -3.0115 0.01 0.34 0.10
C 3.7360 3.6622 -2.2859 -0.17 0.13 0.03
C -3.5514 -0.7655 0.7473 0.47 0.16 -0.20
C -1.7758 -4.1724 -1.8312 0.00 -0.09 -0.04
C -2.9605 -1.5644 1.7138 0.16 -0.05 -0.05
C 0.9416 2.8119 -6.3511 0.04 0.03 0.02
H 4.5507 3.7325 -2.9863 0.12 -0.06 -0.02
H -2.6123 -5.4233 -3.3508 0.01 -0.09 -0.06
H 4.8714 -0.6532 4.3184 0.16 -0.11 0.09
H 1.4606 -2.3429 6.3329 -0.21 -0.13 -0.05
H 2.7647 1.9592 0.3469 -0.03 0.12 -0.07
H -2.2466 1.4053 2.4299 -0.07 -0.03 0.09
H 0.0308 -0.3552 5.6124 -0.08 -0.01 0.23
H 3.5276 1.2219 -4.8475 0.15 -0.13 -0.01
H -3.8747 -3.5857 -4.4166 -0.04 -0.02 -0.04
H 1.6375 -3.5865 3.3294 -0.18 -0.01 0.10
H -1.0503 2.9589 -5.5586 -0.10 0.01 -0.03
H -1.0986 -2.6974 -0.4330 -0.01 -0.05 0.00
H -5.6787 -2.2461 3.5986 -0.07 -0.02 0.10
H -1.2053 -4.9676 -1.3759 0.04 -0.07 0.04
H 0.6938 5.0101 -1.5949 -0.04 -0.03 0.02
H 4.6071 2.0879 -1.0924 0.01 -0.02 0.02
H 3.8193 0.7490 4.3308 -0.12 0.08 0.10
H 2.9973 2.5287 -6.8725 0.09 0.00 -0.06
H -3.7773 -1.3107 -3.4709 -0.04 0.02 -0.07
H -6.7367 -0.8196 1.8787 -0.08 0.02 0.02
H 3.2000 -2.3012 6.4110 0.25 -0.14 0.02
H -5.3645 0.1342 0.0654 -0.13 0.02 0.00
H 2.2938 -0.8387 6.6790 -0.01 0.24 0.04
H 4.1332 -0.1061 2.8254 -0.01 0.00 -0.15
H 0.7221 3.3890 -7.2352 -0.03 0.06 -0.09
H 2.6575 -2.7842 2.1453 0.01 0.06 -0.12
H 2.5494 5.2062 -3.2253 0.05 0.04 -0.04
H -3.2589 -2.7076 3.4919 0.04 -0.07 0.09
H -2.0144 0.8530 4.8721 -0.09 0.02 0.05
H 3.3797 -3.6104 3.5096 0.18 -0.10 0.11
H -1.8999 -1.7763 1.6688 0.04 -0.06 0.05

***

(2)
14
Properties=species:S:1:pos:R:3:forces:R:3 method="wB97M-V/def2-TZVPD" homo_ha="-0.370 / -0.363" mol_weight_g_mol=178.09 e_lumo_ev="-1.853 / -1.662" charge=0 fmax_ha_per_bohr=0.073
F -0.5307 0.5451 -2.5257 0.24 -0.34 -0.28
F -0.7242 -0.3929 2.8414 -0.46 -0.10 -0.06
F -2.3868 -1.9192 -0.1575 1.51 -0.12 0.29
F -0.0158 -2.5948 1.6757 -1.12 -0.36 0.76
N -0.7791 0.9042 1.0216 0.38 -1.08 2.43
N -0.1655 -3.0528 -2.4294 0.61 -0.89 -1.44
C -0.5675 -2.5924 -1.4715 -0.62 0.86 1.72
C -0.4280 1.2213 -0.2615 -0.88 -2.03 -0.72
C -0.1676 -1.5184 0.8032 1.82 -0.36 1.08
C -0.5919 0.3559 -1.2467 -0.44 -1.66 1.03
C -1.0337 -1.8624 -0.3312 -1.03 2.78 -2.26
C -0.6222 -0.2304 1.5317 0.58 0.02 -0.83
H 0.9251 -1.5164 0.5372 -1.14 1.29 -0.90
H -0.0873 2.1930 -0.3348 0.53 1.99 -0.83

***

(3)
12
Properties=species:S:1:pos:R:3:forces:R:3 method="wB97M-V/def2-TZVPD" homo_ha=-0.342 mol_weight_g_mol=102.16 e_lumo_ev=0.110 smiles=OCC#CCS charge=0 fmax_ha_per_bohr=0.176
S 2.3322 -1.2057 0.1049 -2.13 -4.84 -0.09
O -2.6909 1.5638 -1.1147 1.63 2.26 2.47
C 0.5092 -1.4895 0.6912 0.19 2.41 0.57
C -1.5882 2.1362 -0.1837 1.99 -1.12 -0.11
C -0.8512 0.8865 0.3901 1.98 -7.21 -2.25
C -0.3958 -0.3883 0.2548 -2.02 8.64 1.71
H 0.5129 -1.4495 1.7946 0.12 -0.14 -0.49
H -2.1767 1.0599 -1.7512 0.17 -0.12 -0.01
H 0.0836 -2.4122 0.3980 0.13 -1.05 -0.55
H -0.7491 2.7097 -0.7971 -1.97 -1.12 0.95
H -1.7761 2.8445 0.7536 -0.93 -1.59 -2.44
H 2.2719 -2.8419 -0.0734 0.85 3.87 0.25

***

(4)
15
Properties=species:S:1:pos:R:3:forces:R:3 method="wB97M-V/def2-TZVPD" homo_ha=-0.370 mol_weight_g_mol=100.12 e_lumo_ev=0.855 smiles=CN[C@H](C#N)CO charge=0 fmax_ha_per_bohr=0.023
O -2.2174 0.1845 1.1487 0.07 -0.18 0.19
N 0.9551 1.7953 -2.0019 -0.66 -0.86 0.51
N 0.5672 -0.3632 0.5946 0.08 0.17 0.10
C 1.5007 -1.3714 0.0978 0.12 -0.15 -0.06
C -0.3466 0.1179 -0.4274 -0.02 0.02 -0.17
C -1.5088 0.9163 0.1914 0.11 0.23 -0.21
C 0.3505 1.0173 -1.3931 0.53 0.61 -0.42
H -1.5954 -0.0464 1.8527 -0.08 -0.10 -0.16
H 2.2290 -1.6157 0.8733 -0.11 0.08 -0.03
H -0.7422 -0.7586 -0.9524 -0.01 0.18 0.00
H -2.2138 1.1882 -0.6036 0.17 0.00 0.20
H -1.0938 1.8408 0.6203 -0.08 -0.04 -0.09
H 2.0498 -1.0411 -0.7949 -0.02 -0.04 0.05
H 0.9658 -2.2944 -0.1472 -0.02 0.17 0.03
H 1.0999 0.4305 0.9415 -0.07 -0.10 0.07